(1)
{
  "formula": "C16H18B2BeN6O2",
  "method": "the ωB97M-V functional and the def2-TZVPD basis",
  "orbital_gap_ha": 0.3431,
  "e_homo_ha": -0.318,
  "species": ["H", "C", "B", "H", "H", "H", "H", "O", "C", "C", "B", "N", "C", "H", "H", "C", "H", "N", "Be", "C", "C", "C", "C", "C", "H", "C", "N", "H", "C", "N", "C", "O", "H", "H", "H", "H", "H", "H", "C", "N", "H", "H", "C", "N", "C"],
  "positions_angstrom": [[1.16, 3.59, -2.96], [-2.84, -0.47, -3.93], [-0.06, -0.06, 1.44], [-0.97, 2.68, 0.72], [-3.68, -0.64, -4.57], [0.28, 2.43, 4.55], [3.66, -2.61, -1.47], [0.07, 1.08, 2.25], [-2.76, -0.67, -2.55], [0.70, -0.75, 3.41], [0.60, 0.66, -3.06], [-1.52, -0.38, -2.12], [0.71, -0.77, 5.78], [0.78, -1.31, 6.72], [-1.76, -1.86, 1.19], [-1.74, -2.09, 0.11], [3.03, -0.85, -3.49], [0.41, 1.86, -2.04], [-0.81, -0.90, -0.74], [-0.43, 2.70, -0.21], [0.49, 0.61, 5.79], [0.86, -1.49, 4.57], [0.67, 3.19, -2.09], [0.15, 3.77, -0.92], [0.18, 4.79, -0.61], [2.81, -1.96, -1.54], [-0.26, 1.58, -0.89], [1.60, -2.33, 0.33], [-1.58, -0.02, -4.32], [1.37, -0.45, -2.28], [0.45, 1.35, 4.61], [0.35, -1.20, 2.16], [0.38, 1.15, 6.73], [1.05, -2.56, 4.55], [-3.50, -1.03, -1.85], [1.15, 1.03, -4.06], [-1.17, 0.27, -5.28], [-1.29, -3.09, 0.01], [0.54, 0.64, 3.44], [0.85, -0.98, -1.09], [-0.63, 0.08, 0.37], [-2.77, -2.15, -0.25], [2.52, -1.08, -2.57], [-0.82, 0.09, -3.23], [1.77, -1.85, -0.62]]
}



(2)
{
  "formula": "C16H18B2FeN6O2",
  "method": "the ωB97M-V functional and the def2-TZVPD basis",
  "orbital_gap_ha": [0.2504, 0.2900],
  "e_homo_ha": [-0.224, -0.288],
  "s_squared": 6.021,
  "multiplicity": 5,
  "species": ["C", "H", "C", "N", "H", "C", "C", "C", "C", "H", "H", "H", "C", "H", "C", "H", "H", "N", "O", "C", "H", "C", "C", "B", "N", "C", "H", "C", "N", "C", "H", "H", "O", "H", "B", "H", "H", "C", "N", "C", "H", "Fe", "H", "H", "N"],
  "positions_angstrom": [[1.27, -0.21, 3.68], [1.40, -1.99, 4.86], [1.66, -1.70, -3.52], [-1.85, -0.38, -1.61], [-0.29, -2.66, 0.61], [-2.78, -0.36, -3.64], [1.74, -2.12, -1.33], [0.70, 3.45, -1.84], [0.84, 1.19, 6.02], [3.07, -3.21, -2.72], [0.99, 4.48, -1.81], [0.59, 1.73, 6.94], [1.02, -0.19, 6.04], [-1.99, -2.39, 0.16], [0.94, 1.92, 4.82], [-0.11, 0.37, -4.62], [1.95, -2.46, -0.32], [0.75, -0.93, -2.91], [0.75, 1.60, 2.40], [2.30, -2.48, -2.56], [-2.79, -0.25, -4.72], [1.11, 1.19, 3.65], [-3.78, -0.66, -2.72], [-0.20, 0.19, -3.44], [-1.63, -0.19, -2.98], [0.49, 2.68, -2.98], [-0.61, 0.43, 1.14], [-3.17, -0.65, -1.46], [0.79, -1.19, -1.53], [1.26, -0.92, 4.86], [0.54, 2.82, 0.30], [-3.58, -0.86, -0.49], [1.01, -0.73, 2.44], [-4.81, -0.86, -2.92], [0.44, 0.38, 1.74], [0.56, 2.89, -4.03], [0.84, 3.01, 4.80], [0.48, 2.60, -0.75], [0.16, 1.44, -2.60], [-1.10, -1.92, 0.60], [-1.33, -1.61, 1.63], [-0.46, -0.43, -0.36], [0.93, -0.74, 6.98], [1.77, -1.62, -4.60], [0.14, 1.37, -1.20]]
}



(3)
{
  "formula": "C16H18BMnN7O2S3",
  "method": "the ωB97M-V functional and the def2-TZVPD basis",
  "charge": -2,
  "orbital_gap_ha": [0.2288, 0.2288],
  "e_homo_ha": [-0.050, -0.050],
  "s_squared": 0.806,
  "e_above_lowest_kcal_mol": 16.19,
  "multiplicity": 2,
  "species": ["C", "N", "H", "N", "S", "H", "H", "H", "N", "H", "S", "N", "H", "S", "H", "C", "C", "H", "C", "C", "C", "H", "C", "H", "C", "B", "H", "H", "C", "C", "N", "O", "C", "N", "N", "H", "Mn", "H", "C", "H", "O", "H", "C", "C", "C", "C", "H", "H"],
  "positions_angstrom": [[2.26, 1.19, 1.98], [-2.24, -2.61, 0.07], [6.17, 0.13, 1.37], [0.18, -3.45, -0.21], [3.26, 0.94, -2.02], [2.59, -1.61, -1.18], [5.11, 1.41, 3.83], [1.82, 3.04, 0.96], [0.66, -2.32, -0.76], [-1.15, 4.30, -1.67], [-1.09, 0.78, -1.94], [-1.90, -1.37, 0.47], [7.09, 0.35, -0.17], [5.83, -0.47, -2.60], [3.61, 2.78, 2.44], [2.87, -0.97, 2.92], [-4.13, -1.47, 0.27], [4.65, -1.02, 4.09], [4.77, 0.35, -1.59], [1.47, 2.02, 1.12], [1.99, -2.42, -0.78], [3.39, -4.03, -0.15], [4.24, 0.96, 3.37], [-3.00, 0.37, 0.88], [6.21, -0.10, 0.30], [-1.31, -3.84, -0.13], [6.27, -1.18, 0.15], [-1.44, -4.59, 0.82], [1.95, -0.20, 2.17], [-0.89, 2.36, -1.24], [-0.17, 2.69, -0.23], [0.88, -0.73, 1.70], [-3.57, -2.69, -0.06], [0.41, 1.66, 0.48], [-1.57, 3.40, -1.88], [-1.66, -4.38, -1.16], [-0.01, -0.41, -0.04], [-5.17, -1.19, 0.26], [3.39, 1.73, 2.60], [1.01, -5.23, 0.53], [5.02, 0.43, -0.24], [-1.66, 3.23, -2.87], [1.20, -4.27, 0.10], [2.38, -3.65, -0.27], [3.97, -0.40, 3.51], [-3.03, -0.67, 0.58], [-4.03, -3.61, -0.38], [2.67, -2.03, 3.02]]
}



(4)
{
  "formula": "C16H18BrF13NO3P2",
  "method": "the ωB97M-V functional and the def2-TZVPD basis",
  "charge": 1,
  "orbital_gap_ha": 0.3088,
  "e_homo_ha": -0.462,
  "species": ["C", "H", "C", "H", "F", "H", "H", "O", "H", "F", "Br", "P", "F", "F", "C", "F", "F", "H", "C", "C", "C", "F", "C", "C", "H", "H", "C", "C", "O", "H", "C", "N", "H", "C", "H", "H", "C", "H", "O", "F", "C", "P", "H", "H", "F", "H", "F", "F", "F", "H", "F", "H", "C", "C"],
  "positions_angstrom": [[0.96, 0.03, 2.62], [-0.60, 2.85, -1.64], [0.12, -0.11, 6.45], [0.78, -1.19, -3.50], [-5.04, -0.65, -3.13], [2.59, -0.04, -1.26], [-0.56, -3.30, -1.19], [1.94, -0.56, 4.74], [-0.57, -2.62, -2.67], [-3.55, -2.17, -2.77], [1.46, 2.44, 0.56], [1.86, 1.60, -2.85], [-3.66, -1.19, -4.75], [0.49, -0.50, 1.46], [1.47, -1.08, 3.55], [-2.21, 0.14, 6.68], [-0.05, 0.71, 3.18], [-1.49, -0.05, -4.63], [1.18, -2.36, -1.73], [1.33, -0.94, 5.98], [-1.23, 2.04, -2.00], [2.51, -1.69, 2.94], [1.69, 0.05, -1.90], [1.58, -1.25, -2.73], [3.15, -0.98, -3.89], [-2.53, 2.16, -0.30], [0.33, 1.90, -3.92], [-1.73, 0.43, -3.69], [2.82, -1.64, -3.27], [1.76, 0.74, 2.39], [-0.91, 1.44, -3.20], [-0.29, -2.47, -1.70], [2.11, -0.74, 6.71], [-2.82, 0.08, -2.95], [-1.39, -1.67, 6.67], [2.99, 1.61, -3.70], [-3.78, -1.03, -3.42], [1.15, -2.01, 6.03], [1.45, 4.57, -1.76], [0.21, 1.14, 5.94], [-2.32, 1.67, -1.24], [2.29, 3.24, -1.36], [-3.99, 0.36, -1.15], [1.55, -2.08, -0.74], [0.27, 3.17, -4.35], [0.83, 4.83, -1.06], [0.54, -2.03, 3.76], [0.50, 1.12, -5.04], [-1.52, -0.83, 4.87], [0.81, 0.12, -1.24], [0.24, 0.02, 7.80], [1.67, -3.30, -2.03], [-3.13, 0.67, -1.74], [-1.27, -0.69, 6.18]]
}



(5)
{
  "formula": "C16H18BrNPb",
  "method": "the ωB97M-V functional and the def2-TZVPD basis",
  "orbital_gap_ha": [0.1958, 0.1570],
  "e_homo_ha": [-0.258, -0.258],
  "species": ["H", "H", "C", "Br", "C", "C", "C", "H", "H", "C", "N", "C", "C", "H", "H", "C", "H", "H", "C", "H", "H", "C", "H", "H", "C", "C", "H", "H", "H", "C", "C", "C", "H", "Pb", "H", "H", "C"],
  "positions_angstrom": [[-1.36, -2.48, 1.66], [-2.24, 2.05, -2.19], [2.55, -2.60, -1.57], [2.00, 1.93, 3.09], [-2.67, -1.24, 0.34], [-1.45, 2.50, -1.59], [1.94, -2.10, 2.07], [-3.23, 1.42, 2.34], [2.86, -1.72, 2.54], [-1.93, -1.56, 1.52], [1.42, -1.16, -0.20], [0.95, -0.85, -2.65], [-0.09, 2.61, -1.96], [2.95, -3.07, -2.47], [1.85, -3.14, 2.40], [-2.91, 0.50, 1.86], [1.47, 0.05, -3.03], [-3.90, 0.58, -0.14], [0.61, 3.35, -0.95], [-1.58, -0.46, 3.43], [-2.76, -1.85, -0.56], [1.64, -1.51, -1.52], [-0.15, 4.22, 0.99], [0.35, 2.22, -2.89], [-0.35, 3.67, 0.07], [-1.62, 3.19, -0.35], [-0.06, -0.53, -2.38], [-2.58, 3.33, 0.15], [1.66, 3.66, -0.99], [-3.25, 0.06, 0.55], [-2.08, -0.50, 2.46], [2.82, -2.96, -0.22], [1.10, -1.52, 2.45], [1.61, 1.27, 0.53], [3.49, -3.75, 0.12], [0.89, -1.54, -3.50], [2.07, -2.08, 0.60]]
}



(6)
{
  "formula": "C16H18ClN3O2S",
  "method": "the ωB97M-V functional and the def2-TZVPD basis",
  "smiles": "O=C(CN1CCOCC1)Nc1ncc(Cc2ccccc2Cl)s1",
  "orbital_gap_ha": 0.3287,
  "e_homo_ha": -0.315,
  "e_above_lowest_kcal_mol": 21.13,
  "species": ["H", "H", "C", "C", "C", "C", "H", "S", "C", "H", "H", "O", "H", "H", "H", "H", "O", "N", "C", "C", "H", "N", "C", "H", "C", "C", "H", "C", "H", "H", "H", "H", "C", "C", "H", "C", "C", "Cl", "H", "N", "C"],
  "positions_angstrom": [[-3.63, 0.72, 2.29], [-2.98, -2.41, 0.54], [-5.59, -1.60, -1.44], [5.47, -0.72, 0.29], [-3.77, -1.82, 0.11], [-5.80, -0.30, -1.00], [-2.46, 2.93, 1.38], [-0.73, 0.08, 0.05], [3.87, -0.47, 1.93], [-6.59, 0.30, -1.42], [-4.39, -3.36, -1.23], [5.19, -0.18, 1.56], [2.93, 1.17, 0.90], [2.48, -0.76, -2.31], [-6.21, -2.01, -2.22], [1.21, -0.71, -1.07], [2.82, 1.82, -2.37], [1.01, 1.95, -1.09], [-4.57, -2.35, -0.89], [2.15, -0.26, -1.39], [5.39, -1.82, 0.33], [-0.77, 2.65, 0.19], [-4.99, 0.23, 0.00], [3.74, -1.56, 2.02], [-0.08, 1.68, -0.31], [-1.83, 2.21, 0.91], [6.50, -0.44, 0.06], [-3.97, -0.52, 0.57], [3.72, -0.01, 2.91], [-2.62, -0.74, 2.21], [4.66, 0.90, -0.89], [1.09, 2.95, -1.27], [2.86, 0.07, 0.92], [-2.00, 0.86, 0.97], [4.72, -0.67, -1.73], [4.51, -0.19, -0.78], [-3.07, 0.06, 1.62], [-5.28, 1.85, 0.52], [1.85, -0.22, 1.22], [3.15, -0.52, -0.38], [2.01, 1.22, -1.69]]
}



(7)
{
  "formula": "C16H18ClNO3S2",
  "method": "the ωB97M-V functional and the def2-TZVPD basis",
  "smiles": "CCCC(=O)NC[C@H](c1cccs1)S(=O)(=O)c1ccc(Cl)cc1",
  "orbital_gap_ha": 0.3424,
  "e_homo_ha": -0.333,
  "species": ["S", "C", "C", "C", "C", "H", "C", "C", "H", "O", "C", "H", "C", "C", "H", "H", "H", "O", "C", "C", "H", "H", "O", "C", "H", "H", "H", "H", "H", "H", "S", "H", "N", "C", "H", "H", "C", "C", "H", "C", "Cl"],
  "positions_angstrom": [[1.77, 2.77, -0.91], [2.04, 1.74, 1.43], [3.64, -1.67, 0.85], [-3.82, -1.67, 0.44], [4.24, -0.54, -1.21], [-3.73, -1.62, 1.53], [1.15, 1.80, 0.39], [2.90, -0.34, -1.48], [3.96, 3.72, -0.46], [0.05, 0.01, -2.23], [3.21, 3.09, -0.03], [3.95, -2.18, 1.74], [-4.32, -0.31, -0.07], [-0.11, 1.06, 0.24], [-5.27, -0.07, 0.41], [-4.46, -0.35, -1.15], [-0.90, 2.26, -1.36], [-0.59, -1.51, -0.42], [3.21, 2.49, 1.19], [2.31, -1.45, 0.57], [-2.29, 0.34, -1.45], [2.58, 0.16, -2.38], [-3.32, 1.37, 1.34], [4.60, -1.20, -0.04], [-0.44, 0.62, 1.19], [-4.86, -2.87, -1.02], [-4.41, -3.74, 0.44], [4.02, 2.57, 1.89], [-1.58, 2.64, 0.25], [1.53, -1.81, 1.24], [0.21, -0.40, -0.87], [-5.77, -2.61, 0.47], [-2.38, 0.99, -0.68], [-4.78, -2.79, 0.06], [1.85, 1.20, 2.33], [5.00, -0.20, -1.90], [1.95, -0.78, -0.58], [-3.32, 0.76, 0.29], [-2.83, -1.87, 0.04], [-1.25, 1.84, -0.42], [6.27, -1.44, 0.31]]
}



(8)
{
  "formula": "C16H18F16NO3",
  "method": "the ωB97M-V functional and the def2-TZVPD basis",
  "charge": 1,
  "orbital_gap_ha": 0.3603,
  "e_homo_ha": -0.502,
  "species": ["F", "F", "C", "O", "F", "C", "C", "H", "C", "F", "C", "H", "F", "N", "C", "F", "H", "H", "C", "F", "F", "F", "F", "H", "H", "H", "H", "C", "F", "H", "O", "H", "C", "F", "H", "H", "F", "F", "C", "C", "O", "C", "H", "H", "C", "C", "C", "H", "C", "H", "H", "F", "H", "F"],
  "positions_angstrom": [[-2.20, 3.40, -3.94], [-0.76, 2.58, -1.77], [2.50, 2.49, -3.02], [0.33, 1.21, 1.48], [3.25, 2.90, -4.06], [0.56, -5.12, 1.45], [-2.79, -1.88, -1.53], [-0.37, -0.17, -3.54], [-1.02, 1.29, 1.84], [3.04, 2.64, 3.30], [-0.53, -2.84, 1.23], [-1.28, -2.15, 1.72], [1.58, 3.56, 1.99], [-0.07, -3.94, 2.13], [0.99, 3.20, 4.27], [-0.34, 3.28, 4.10], [0.11, -6.04, 1.93], [0.65, -3.53, 2.75], [-1.70, 2.55, 1.31], [1.40, 0.93, -4.47], [-2.43, 1.27, -2.22], [-1.13, 1.13, 3.17], [-1.06, 3.67, 1.71], [-0.83, -4.22, 2.78], [-1.72, 2.55, 0.22], [-1.88, 1.61, -4.74], [1.66, -5.18, 1.71], [-1.20, -3.55, -0.05], [-2.97, 2.64, 1.78], [3.10, 2.53, -2.11], [-0.07, -4.06, -0.80], [1.30, -5.58, -0.56], [1.30, 1.29, 2.52], [1.42, 4.45, 4.57], [1.06, 0.62, 3.35], [-0.41, -6.09, -0.35], [-1.63, 0.22, 1.27], [1.49, 3.38, -2.89], [0.32, -5.25, -0.10], [-1.20, 1.67, -2.67], [1.09, 0.64, -2.27], [-1.40, 2.31, -4.05], [-1.88, -4.39, 0.28], [-0.66, -0.22, -1.84], [-2.00, -2.52, -0.89], [-0.28, 0.43, -2.63], [1.97, 1.07, -3.27], [0.35, -2.28, 0.80], [1.71, 2.69, 3.02], [1.20, 2.56, 5.13], [-3.51, -1.55, -2.30], [3.01, 0.21, -3.24], [2.20, 0.86, 2.07], [-0.25, 2.73, -4.59]]
}



| no. | E (eV) |
| --- | --- |
| 1 | -31677.9063 |
| 2 | -65660.1090 |
| 3 | -95914.3140 |
| 4 | -148457.9963 |
| 5 | -93659.9424 |
| 6 | -48807.1662 |
| 7 | -58709.9724 |
| 8 | -67985.8253 |